{
  "formula": "H8O4",
  "method": "ωB97M-V with the def2-TZVPD basis set",
  "species": ["H", "H", "H", "H", "H", "H", "H", "H", "O", "O", "O", "O"],
  "xyz": [[-0.418, -1.048, -0.082], [-1.930, -1.285, -0.427], [2.032, 1.509, 0.233], [1.509, 2.133, -1.041], [-3.212, 1.453, 0.484], [-1.984, 0.544, 0.465], [2.126, -2.404, -0.126], [1.604, -1.299, 0.945], [-1.064, -1.651, -0.321], [1.848, 2.298, -0.149], [-2.391, 1.182, -0.014], [1.879, -1.433, 0.034]],
  "forces_ev_per_angstrom": [[1.72, 2.09, 0.39], [-0.39, 0.72, -0.13], [0.89, -3.89, 1.56], [0.18, -0.11, 0.49], [1.48, -0.54, -0.77], [1.81, -2.87, 2.52], [-0.77, 2.24, 0.78], [0.23, -0.63, 0.12], [-1.33, -2.95, -0.49], [-1.04, 3.95, -2.07], [-3.34, 3.47, -1.66], [0.56, -1.49, -0.74]],
  "lumo_ev": 0.4,
  "e_homo_ev": -11.428
}